Entry w
Formula: C3H5Cl3S
Source: the OMol25 dataset
Level of theory: ωB97M-V with the def2-TZVPD basis set

M in g mol⁻¹: 179.5
Frontier orbital gap (spin up / spin down) in eV: 8.1903 / 8.1911
LUMO (spin up / spin down) in eV: -0.6 / -0.6
Highest occupied orbital energy (spin up / spin down) in eV: -8.810 / -8.809

Structure (XYZ):
```
12
Properties=species:S:1:pos:R:3:lowdin_charge:R:1
C -2.345 0.244 0.421 -0.1294
C 1.233 0.144 0.034 -0.3538
C -1.935 -0.944 0.092 -1.2503
S 2.761 0.156 -0.671 0.6606
Cl -1.884 -2.314 1.157 0.6122
Cl -1.510 -1.320 -1.555 0.6072
Cl 4.626 1.158 0.235 -0.1480
H -2.333 1.088 -0.299 0.0779
H -2.712 0.443 1.517 0.1128
H 2.640 1.116 -1.456 -0.1233
H 0.989 -0.568 0.698 -0.0395
H 0.469 0.797 -0.174 -0.0264
```


Entry x
Formula: C3H5Cl3S
Source: the OMol25 dataset
Level of theory: ωB97M-V with the def2-TZVPD basis set

M in g mol⁻¹: 179.5
Frontier orbital gap in eV: 9.8761
LUMO in eV: 0.6
SMILES: C[C@](S)(Cl)C(Cl)Cl
Highest occupied orbital energy in eV: -9.262

Structure (XYZ):
```
12
Properties=species:S:1:pos:R:3:lowdin_charge:R:1
C -0.354 0.307 -0.494 -0.1778
C -0.018 -0.935 1.785 -1.0660
C -0.193 -1.047 0.175 -1.2389
S 1.259 -1.988 -0.378 0.6835
Cl 0.156 -2.695 2.346 0.5026
Cl 1.424 -0.058 2.251 0.6220
Cl -1.649 -2.092 -0.072 0.5635
H 0.565 0.549 -1.182 0.1043
H -0.431 1.082 0.355 0.0920
H -1.284 0.352 -1.100 0.0662
H -0.846 -0.504 2.262 0.0392
H 1.759 -2.111 0.865 -0.1907
```


The data favor entry x; the next most stable structure lies 2.459 eV above it.


Entry w
Formula: C3H8O3
Source: the OMol25 dataset
Level of theory: ωB97M-V with the def2-TZVPD basis set

M in g mol⁻¹: 92.1
Frontier orbital gap in eV: 8.3539
LUMO in eV: 0.1
Highest occupied orbital energy in eV: -8.257

Structure (XYZ):
```
14
Properties=species:S:1:pos:R:3:lowdin_charge:R:1
C 0.670 -0.312 1.004 -0.0357
C 1.177 0.098 -1.367 0.0115
C 0.385 0.561 -0.127 -0.3789
O -0.394 1.527 0.021 0.0858
O -2.445 0.179 0.228 -0.1395
O -1.748 -0.985 -0.249 -0.3103
H 1.422 -1.102 0.740 0.1074
H 1.013 0.177 1.912 0.1053
H -0.155 -0.881 1.286 0.0582
H 1.357 0.948 -2.069 0.1040
H 0.643 -0.797 -1.755 0.1149
H 2.067 -0.383 -0.991 0.0640
H -1.356 0.884 0.185 0.0932
H -2.635 0.085 1.182 0.1201
```


Entry x
Formula: C3H8O3
Source: the OMol25 dataset
Level of theory: ωB97M-V with the def2-TZVPD basis set

M in g mol⁻¹: 92.1
Frontier orbital gap in eV: 9.7229
LUMO in eV: 0.1
SMILES: O=CO.CCO
Highest occupied orbital energy in eV: -9.592

Structure (XYZ):
```
14
Properties=species:S:1:pos:R:3:lowdin_charge:R:1
C 0.017 -1.539 -1.127 -0.3799
C -0.205 0.129 0.336 -0.2397
C -0.332 1.512 1.526 -0.0035
O -0.104 1.167 -0.627 -0.1736
O -0.131 -0.787 -2.124 -0.0120
O 1.254 -2.054 -0.844 0.0532
H -0.138 0.626 -1.522 0.0734
H 1.918 -1.455 -1.216 0.1251
H -0.739 -2.300 -0.892 0.1573
H 0.745 -0.213 0.763 0.1189
H -1.225 -0.223 0.517 0.1268
H 0.586 2.081 1.477 0.0559
H -0.434 0.965 2.456 0.0414
H -1.211 2.091 1.277 0.0568
```


The data favor entry x; the next most stable structure lies 2.155 eV above it.


Entry w
Formula: C3H8O3
Source: the OMol25 dataset
Level of theory: ωB97M-V with the def2-TZVPD basis set

M in g mol⁻¹: 92.1
Frontier orbital gap in eV: 10.9829
LUMO in eV: 0.5
SMILES: CC(=O)O.CO
Highest occupied orbital energy in eV: -10.462

Structure (XYZ):
```
14
Properties=species:S:1:pos:R:3:lowdin_charge:R:1
C 2.355 -0.179 0.160 -0.1376
C -1.802 0.112 -0.034 -0.5303
C -0.423 -0.608 0.082 -0.0245
H 3.729 1.026 -0.271 0.0565
H 2.369 -1.033 0.708 0.0515
H 1.809 0.730 0.600 0.1057
H 1.868 -0.329 -0.791 0.0594
H -3.619 -0.210 0.153 0.1602
H 0.310 0.269 0.093 0.0419
H -0.463 -1.045 1.151 0.1283
H -0.193 -1.287 -0.748 0.0896
O 3.792 0.075 -0.152 -0.1240
O -1.802 1.387 0.028 0.0175
O -2.814 -0.722 -0.144 0.1058
```


Entry x
Formula: C3H8O3
Source: the OMol25 dataset
Level of theory: ωB97M-V with the def2-TZVPD basis set

M in g mol⁻¹: 92.1
Frontier orbital gap in eV: 7.8610
LUMO in eV: 0.1
Highest occupied orbital energy in eV: -7.785

Structure (XYZ):
```
14
Properties=species:S:1:pos:R:3:lowdin_charge:R:1
C -1.131 1.150 -0.848 -0.0116
C 0.936 -0.439 -0.936 -0.0261
C -0.399 -0.056 -0.417 -0.3629
O -1.007 -0.863 0.407 0.0268
O 0.618 -0.975 2.051 -0.1461
O 0.769 0.392 1.867 -0.3040
H -2.253 0.994 -0.893 0.1140
H -0.965 2.048 -0.110 0.1439
H -0.628 1.510 -1.784 0.0923
H 1.313 -1.481 -0.898 0.1084
H 1.780 0.243 -0.578 0.1317
H 1.009 -0.183 -1.976 0.0691
H -0.237 -1.169 1.203 0.0339
H 0.196 -1.169 2.911 0.1306
```


The data favor entry w; the next most stable structure lies 3.811 eV above it.


Entry w
Formula: C4H11N2O
Source: the OMol25 dataset
Level of theory: ωB97M-V with the def2-TZVPD basis set

M in g mol⁻¹: 103.1
Frontier orbital gap (spin up / spin down) in eV: 12.8212 / 7.6330
LUMO (spin up / spin down) in eV: -9.2 / -14.3
Multiplicity: 2
Highest occupied orbital energy (spin up / spin down) in eV: -22.045 / -21.976
Total charge: +2

Structure (XYZ):
```
18
Properties=species:S:1:pos:R:3:mulliken_spin:R:1
O -1.934 -0.739 0.124 0.8781
C -0.979 -0.647 0.898 -0.0168
N -1.022 -1.099 2.132 0.0427
C 0.328 -0.100 0.506 0.0621
N -0.240 1.183 -0.251 0.0110
C 0.298 1.605 -1.503 0.0061
C 0.990 -1.175 -0.474 0.0034
H -1.687 -1.859 2.219 0.0016
H -0.271 -1.034 2.756 0.0007
H 0.910 0.042 1.345 0.0024
H -0.266 1.847 0.556 0.0019
H -1.247 1.064 -0.460 0.0005
H 0.102 0.872 -2.307 -0.0014
H 1.400 1.681 -1.574 0.0011
H 0.003 2.568 -1.660 0.0005
H 1.478 -0.643 -1.285 0.0043
H 0.299 -1.865 -1.002 0.0019
H 1.839 -1.701 -0.020 -0.0001
```


Entry x
Formula: C4H11N2O
Source: the OMol25 dataset
Level of theory: ωB97M-V with the def2-TZVPD basis set

M in g mol⁻¹: 103.1
Frontier orbital gap (spin up / spin down) in eV: 11.4090 / 6.6188
LUMO (spin up / spin down) in eV: -8.2 / -12.9
Multiplicity: 2
Highest occupied orbital energy (spin up / spin down) in eV: -19.570 / -19.532
Total charge: +2

Structure (XYZ):
```
18
Properties=species:S:1:pos:R:3:mulliken_spin:R:1
N -0.402 -0.276 -2.002 0.0041
C -1.373 -0.787 -0.830 0.0312
C -1.036 -0.051 0.410 -0.0070
N 0.215 -0.630 0.971 0.8630
C 1.174 0.293 1.606 0.0288
C 1.529 1.389 0.710 -0.0083
O 1.308 1.405 -0.520 0.0103
H 0.222 -0.974 -2.391 0.0038
H 0.342 0.265 -1.532 -0.0059
H -0.972 0.224 -2.651 0.0004
H -2.376 -0.804 -1.223 0.0004
H -1.329 -1.894 -0.689 0.0020
H -1.912 0.009 1.075 0.0436
H -0.878 1.010 0.186 0.0064
H 0.101 -1.589 1.393 -0.0382
H 0.928 0.476 2.559 0.0378
H 2.275 -0.251 1.699 0.0278
H 2.184 2.187 1.229 -0.0003
```


The data favor entry x; the next most stable structure lies 0.691 eV above it.